C4H9NO in the gas phase. Source: the Open Molecules 2025 dataset; level of theory: ωB97M-V/def2-TZVPD.

```
15
Properties=species:S:1:pos:R:3:mulliken_charge:R:1
C -0.72 -0.11 -1.10 -1.014
C -1.57 -0.79 1.54 -0.672
O -0.74 0.26 1.77 -0.257
C 0.20 0.64 1.00 -0.025
N 0.44 -0.01 -0.19 0.032
C 1.71 0.33 -0.82 -1.094
H -1.56 0.49 -0.74 0.356
H -0.41 0.26 -2.08 0.438
H -1.07 -1.14 -1.19 0.243
H -2.14 -1.01 2.43 0.211
H -1.06 -1.61 1.02 0.249
H 0.79 1.48 1.33 0.398
H 1.79 1.40 -1.06 0.382
H 1.80 -0.23 -1.75 0.402
H 2.54 0.05 -0.17 0.351
```

Energy relative to the best compared isomer or geometry (same formula, charge and spin)   4.7362 eV
Electronic energy   -287.6584 Eh
Net charge   0
Orbital gap (spin up / spin down)   7.63 / 7.06 eV



2 unconnected molecules or ions with the total composition C4HF3 in a non-equilibrium geometry. Source: the Open Molecules 2025 dataset; level of theory: ωB97M-V/def2-TZVPD.

```
8
Properties=species:S:1:pos:R:3:mulliken_charge:R:1
C 0.98 -2.62 -0.69 -0.319
C 0.89 -1.48 -0.11 -0.018
C 0.13 -0.48 0.30 -0.181
C -0.25 0.87 -0.19 0.948
F -1.42 1.24 0.33 -0.241
F 0.71 1.74 0.20 -0.233
F -0.38 1.12 -1.45 -0.221
H -0.67 -0.38 1.61 0.265
```

Energy relative to the best compared isomer or geometry (same formula, charge and spin)   1.7601 eV
Electronic energy   -452.3720 Eh
Net charge   0
Orbital gap   8.38 eV



A molecular structure, C43H39BrF4N4PS4SiW in a non-equilibrium geometry. Source: the Open Molecules 2025 dataset; level of theory: ωB97M-V/def2-TZVPD.

```
98
Properties=species:S:1:pos:R:3:mulliken_charge:R:1
W 0.01 -0.30 0.09 0.838
F -6.40 -1.01 4.24 -0.235
C -5.16 -0.87 3.86 0.467
C -4.16 -0.52 4.77 0.234
F -4.46 -0.32 6.04 -0.244
C -2.84 -0.40 4.34 -0.103
F -1.88 -0.13 5.22 -0.370
C -2.48 -0.57 3.00 0.368
P -0.70 -0.44 2.52 0.681
C -0.01 -1.86 3.43 0.572
C 0.65 -1.77 4.65 -0.571
C 1.16 -2.92 5.23 -0.826
C 1.00 -4.15 4.61 -0.966
C 0.35 -4.24 3.39 -0.329
C -0.15 -3.10 2.80 0.373
C -0.10 1.08 3.30 1.273
C 1.29 1.19 3.43 -1.130
C 1.84 2.32 4.00 -1.007
C 1.01 3.35 4.43 -0.850
C -0.36 3.26 4.26 -0.981
C -0.93 2.13 3.68 -1.034
C -3.49 -0.92 2.11 0.233
Br -3.08 -1.23 0.28 0.165
C -4.81 -1.09 2.52 0.235
F -5.72 -1.45 1.63 -0.289
H 0.76 -0.82 5.16 0.508
H 1.68 -2.85 6.17 0.501
H 1.39 -5.04 5.08 0.474
H 0.24 -5.19 2.91 0.472
H -0.66 -3.15 1.84 -0.071
H 1.92 0.37 3.11 0.860
H 2.91 2.39 4.13 0.549
H 1.43 4.22 4.90 0.484
H -1.01 4.06 4.59 0.517
H -2.00 2.07 3.55 0.539
S 1.97 -1.49 0.96 0.156
C 3.35 -0.41 1.06 0.200
C 4.57 -0.84 1.58 -0.642
C 5.65 0.02 1.56 -0.749
C 5.53 1.30 1.02 -0.690
C 4.32 1.74 0.54 -0.897
C 3.22 0.89 0.56 0.858
S 1.63 1.45 0.08 -0.103
H 4.66 -1.83 1.99 0.586
H 6.60 -0.30 1.97 0.461
H 6.39 1.95 0.99 0.466
H 4.21 2.74 0.14 0.553
C 1.10 -5.97 -0.67 -0.981
Si -0.64 -5.27 -0.99 0.039
C -1.91 -5.64 0.38 -0.839
C -1.32 -5.68 -2.73 -1.023
C -0.39 -3.40 -0.86 -0.430
C -0.18 -2.23 -0.59 0.620
H 1.05 -7.04 -0.50 0.391
H 1.57 -5.51 0.20 0.300
H 1.76 -5.80 -1.52 0.340
H -2.12 -6.71 0.41 0.415
H -2.86 -5.13 0.20 0.320
H -1.55 -5.35 1.36 0.150
H -1.46 -6.75 -2.81 0.339
H -0.62 -5.38 -3.50 0.339
H -2.27 -5.20 -2.91 0.324
S -0.68 0.24 -6.56 -0.162
C -0.37 0.27 -4.86 1.019
C -1.47 0.01 -4.01 -1.206
C -1.30 -0.05 -2.66 -0.187
N -0.10 0.08 -2.04 0.368
C 0.96 0.32 -2.86 -0.768
C 0.87 0.46 -4.22 -0.687
C 0.46 1.43 -7.29 0.436
C 1.82 1.24 -7.46 -0.125
C 2.51 2.23 -8.16 -0.446
N 1.91 3.28 -8.66 -0.492
C 0.62 3.46 -8.51 -0.438
C -0.17 2.55 -7.82 -0.312
H -2.45 -0.13 -4.44 0.489
H -2.17 -0.20 -2.02 0.351
H 1.93 0.38 -2.38 0.533
H 1.76 0.68 -4.79 0.393
H 2.33 0.36 -7.11 0.505
H 3.57 2.15 -8.35 0.376
H 0.20 4.34 -8.97 0.375
H -1.23 2.69 -7.74 0.427
C 0.31 4.36 0.88 -0.337
N -0.80 4.36 -0.03 0.203
C -1.15 5.58 -0.76 -0.596
C -2.43 5.19 -1.51 -0.565
N -2.46 3.74 -1.31 -0.080
C -1.57 3.36 -0.40 0.272
S -1.62 1.76 0.25 -0.113
H 0.24 5.22 1.54 0.395
H 1.26 4.41 0.34 0.356
H 0.28 3.46 1.49 -0.455
H -0.34 5.85 -1.44 0.349
H -1.30 6.41 -0.06 0.359
H -2.41 5.43 -2.57 0.323
H -3.33 5.64 -1.07 0.335
H -3.25 3.18 -1.59 0.264
```

Energy relative to the best compared isomer or geometry (same formula, charge and spin)   1.2527 eV
Electronic energy   -7144.2432 Eh
Net charge   +3
Orbital gap (spin up / spin down)   4.32 / 4.32 eV



A molecular structure, C36H37F5N5O2STc. Source: the Open Molecules 2025 dataset; level of theory: ωB97M-V/def2-TZVPD.

```
87
Properties=species:S:1:pos:R:3:lowdin_spin:R:1
Tc 0.05 0.02 -1.04 1.503
C 2.23 0.86 2.59 0.000
C 2.19 1.85 1.43 0.000
C 0.82 2.45 1.14 0.006
N 0.04 1.92 0.00 0.029
C -0.85 2.80 -0.50 -0.002
C -1.25 3.96 0.18 0.064
C -2.08 5.01 -0.19 0.002
C -2.87 5.18 -1.31 0.068
C -3.02 4.25 -2.34 0.000
C -2.35 3.07 -2.55 0.062
C -1.28 2.47 -1.85 -0.018
N -0.60 1.46 -2.39 -0.020
C -0.74 1.18 -3.82 0.004
C 0.58 0.66 -4.35 0.002
C 1.73 1.16 -3.50 0.003
N 1.75 0.49 -2.20 0.007
C 2.93 0.16 -1.73 0.003
C 4.14 0.76 -2.19 0.045
C 5.44 0.35 -2.08 0.001
C 5.94 -0.83 -1.51 0.060
C 5.22 -1.73 -0.77 -0.006
C 3.89 -1.66 -0.33 0.065
C 2.87 -0.76 -0.62 -0.014
N 1.65 -0.75 0.00 0.086
C 1.68 -1.31 1.38 0.007
C 1.28 -0.32 2.46 0.005
H 1.96 1.40 3.50 0.000
H 3.26 0.51 2.74 0.000
H 2.61 1.45 0.51 0.000
H 2.84 2.68 1.71 0.000
H 0.99 3.50 0.91 0.001
H 0.21 2.43 2.06 0.001
H -0.84 4.08 1.17 0.004
H -2.14 5.80 0.54 -0.001
H -3.46 6.08 -1.36 0.004
H -3.78 4.48 -3.07 -0.001
H -2.68 2.51 -3.41 0.002
H -0.97 2.13 -4.31 0.000
H -1.56 0.49 -4.01 0.000
H 0.72 1.00 -5.38 0.000
H 0.60 -0.43 -4.38 0.000
H 1.66 2.25 -3.36 0.001
H 2.66 0.95 -4.02 0.000
H 4.00 1.71 -2.70 0.002
H 6.17 1.00 -2.53 -0.001
H 6.99 -1.04 -1.66 0.003
H 5.76 -2.60 -0.42 -0.002
H 3.61 -2.49 0.30 0.003
H 2.71 -1.59 1.60 0.000
H 1.12 -2.24 1.44 0.002
H 1.27 -0.88 3.40 0.000
H 0.27 0.04 2.30 0.001
N -0.87 -0.96 0.56 0.057
S -2.43 -1.35 0.91 0.015
C -2.25 -2.99 1.54 0.002
C -1.41 -3.24 2.63 0.000
C -1.23 -4.55 3.04 0.000
C -1.88 -5.58 2.37 0.000
C -2.71 -5.32 1.29 0.000
C -2.89 -4.01 0.87 0.001
C -2.82 -0.41 2.37 0.004
C -3.59 -0.94 3.40 0.000
C -3.94 -0.12 4.46 0.001
C -3.54 1.21 4.48 0.000
C -2.79 1.73 3.43 0.001
C -2.43 0.92 2.37 0.001
H -0.36 -1.81 0.73 0.002
H -0.92 -2.42 3.15 0.000
H -0.59 -4.77 3.89 0.000
H -1.74 -6.60 2.70 0.000
H -3.21 -6.12 0.78 0.000
H -3.52 -3.78 0.01 0.000
H -3.91 -1.97 3.38 0.000
H -4.53 -0.52 5.27 0.000
H -3.82 1.84 5.31 0.000
H -2.49 2.77 3.44 0.000
H -1.86 1.32 1.53 0.000
O -2.00 -0.20 -1.50 0.392
O -2.79 0.60 -0.87 0.544
F -0.99 -2.78 -1.40 0.002
C -0.18 -1.91 -2.12 -0.007
F -0.84 -1.74 -3.31 -0.001
C 1.02 -2.83 -2.47 0.000
F 1.98 -2.19 -3.15 0.000
F 1.57 -3.33 -1.36 0.001
F 0.62 -3.85 -3.22 0.000
```

Energy relative to the best compared isomer or geometry (same formula, charge and spin)   6.8746 eV
⟨S²⟩   3.82
Multiplicity   4
Electronic energy   -2796.1540 Eh
Net charge   +1
Orbital gap (spin up / spin down)   6.73 / 5.65 eV



> Among the records above, which one has the highest net charge?

C43H39BrF4N4PS4SiW